No. 1
Entry from the Open Molecules 2025 dataset: a 2-piece molecular cluster, C2H7NO overall (the ωB97M-V functional and the def2-TZVPD basis).

Cartesian coordinates (Å):
1 C -2.99 0.40 -1.22
2 C -3.62 -0.14 -0.19
3 O -3.68 -1.51 0.02
4 H -2.84 1.47 -1.16
5 H -2.61 -0.25 -1.98
6 H -4.15 0.43 0.56
7 H -3.56 -1.62 0.97
8 N 5.85 0.52 0.93
9 H 6.23 -0.31 1.37
10 H 4.92 0.30 0.59
11 H 6.44 0.70 0.12

Computed properties:
DFT total energy: -210.35292 a.u.
M: 61.08 Da
SMILES: C=CO.N
Total charge: 0
ΔE to the lowest compared entry with this formula, charge and spin: 120.3 kJ/mol

Charges in e, computed with Mulliken, in the same order as the atoms: number 1, C, carries -0.66; number 2, C, carries 0.03; number 3, O, carries -0.50; number 4, H, carries 0.24; number 5, H, carries 0.26; number 6, H, carries 0.29; number 7, H, carries 0.34; number 8, N, carries -0.65; number 9, H, carries 0.22; number 10, H, carries 0.22; number 11, H, carries 0.22


No. 2
Entry from the Open Molecules 2025 dataset: an isolated ion of composition C5H8N and charge +1 at a distorted geometry (the ωB97M-V functional and the def2-TZVPD basis).

Cartesian coordinates (Å):
1 C 2.75 0.53 -0.51
2 N 1.79 -0.26 -0.45
3 C 0.95 -0.72 0.76
4 C -0.46 -0.36 0.35
5 C -1.63 -0.04 0.08
6 C -3.02 0.15 -0.25
7 H 3.19 0.78 -1.38
8 H 2.95 0.87 0.48
9 H 1.50 -0.63 -1.33
10 H 1.23 -0.16 1.61
11 H 1.21 -1.78 0.74
12 H -3.17 1.10 -0.65
13 H -3.58 0.16 0.62
14 H -3.46 -0.50 -0.86

Computed properties:
DFT total energy: -249.69805 a.u.
M: 82.13 Da
SMILES: C=[NH+]CC#CC
Total charge: +1
ΔE to the lowest compared entry with this formula, charge and spin: 333.7 kJ/mol

Charges in e, computed with Mulliken, in the same order as the atoms: number 1, C, carries -0.13; number 2, N, carries -0.07; number 3, C, carries -0.61; number 4, C, carries -0.14; number 5, C, carries 0.78; number 6, C, carries -1.46; number 7, H, carries 0.32; number 8, H, carries 0.24; number 9, H, carries 0.31; number 10, H, carries 0.32; number 11, H, carries 0.31; number 12, H, carries 0.36; number 13, H, carries 0.36; number 14, H, carries 0.39


No. 3
Entry from the Open Molecules 2025 dataset: C36H30Co2N2O5P as an isolated structure at a distorted geometry (the ωB97M-V functional and the def2-TZVPD basis).

Cartesian coordinates (Å):
1 O 3.86 2.92 -0.52
2 C 2.93 2.26 -0.34
3 Co 1.58 1.17 -0.05
4 C 1.59 0.99 1.71
5 O 1.57 0.99 2.88
6 C 0.35 2.46 -0.08
7 O -0.16 3.50 0.04
8 C 1.25 0.08 -1.41
9 C 2.33 -0.31 -0.66
10 C 3.32 -1.32 -0.66
11 C 4.73 -0.69 -0.65
12 C 5.52 -0.82 -1.79
13 C 6.89 -0.60 -1.70
14 C 7.45 -0.24 -0.47
15 C 6.63 0.08 0.61
16 C 5.23 -0.05 0.48
17 Co -0.56 -0.08 -0.63
18 C -0.50 -1.12 0.78
19 O -0.44 -1.86 1.67
20 C -1.12 -1.04 -1.96
21 O -1.51 -1.71 -2.82
22 P -2.49 0.83 -0.25
23 C -2.88 1.20 1.50
24 C -4.20 1.37 1.94
25 C -4.47 1.50 3.31
26 C -3.42 1.46 4.24
27 C -2.10 1.34 3.80
28 C -1.83 1.24 2.43
29 C -2.78 2.39 -1.16
30 C -3.30 3.53 -0.55
31 C -3.53 4.69 -1.30
32 C -3.21 4.71 -2.66
33 C -2.68 3.57 -3.28
34 C -2.48 2.41 -2.54
35 C -3.95 -0.18 -0.74
36 C -4.87 0.23 -1.71
37 C -5.84 -0.66 -2.18
38 C -5.94 -1.94 -1.64
39 C -5.08 -2.33 -0.60
40 C -4.09 -1.44 -0.14
41 H 1.24 0.15 -2.50
42 H 3.22 -1.91 -1.58
43 H 5.03 -1.12 -2.72
44 H 7.52 -0.73 -2.58
45 H 8.54 -0.19 -0.36
46 H 7.04 0.43 1.56
47 H 4.57 0.30 1.28
48 H -5.02 1.38 1.22
49 H -5.50 1.63 3.64
50 H -3.63 1.52 5.31
51 H -1.27 1.32 4.51
52 H -0.80 1.19 2.07
53 H -3.52 3.52 0.52
54 H -3.94 5.57 -0.81
55 H -3.36 5.62 -3.24
56 H -2.43 3.58 -4.34
57 H -2.09 1.51 -3.02
58 H -4.82 1.24 -2.12
59 H -6.52 -0.34 -2.97
60 H -6.68 -2.64 -2.02
61 H -5.16 -3.32 -0.16
62 H -3.43 -1.74 0.67
63 C 2.37 -4.17 -0.90
64 C 2.70 -3.48 0.38
65 N 3.16 -2.24 0.46
66 C 3.42 -1.86 1.82
67 C 2.90 -3.03 2.63
68 N 2.57 -3.99 1.60
69 H 1.85 -5.11 -0.67
70 H 1.70 -3.56 -1.52
71 H 3.30 -4.41 -1.45
72 H 4.49 -1.73 2.01
73 H 2.91 -0.93 2.08
74 H 3.67 -3.40 3.32
75 H 2.01 -2.74 3.21
76 H 2.19 -4.92 1.77

Computed properties:
DFT total energy: -4982.29267 a.u.
M: 719.48 Da
Total charge: -1
ΔE to the lowest compared entry with this formula, charge and spin: 198.5 kJ/mol

Charges in e, computed with Mulliken, in the same order as the atoms: number 1, O, carries -0.47; number 2, C, carries -0.13; number 3, Co, carries -0.33; number 4, C, carries 0.10; number 5, O, carries -0.53; number 6, C, carries 0.89; number 7, O, carries -0.54; number 8, C, carries -0.66; number 9, C, carries -0.57; number 10, C, carries 0.55; number 11, C, carries -0.03; number 12, C, carries -0.41; number 13, C, carries -0.66; number 14, C, carries -0.51; number 15, C, carries -1.01; number 16, C, carries -0.06; number 17, Co, carries 0.87; number 18, C, carries -0.13; number 19, O, carries -0.56; number 20, C, carries 0.02; number 21, O, carries -0.58; number 22, P, carries 1.81; number 23, C, carries -0.37; number 24, C, carries -0.26; number 25, C, carries -0.69; number 26, C, carries -0.45; number 27, C, carries -0.72; number 28, C, carries 0.29; number 29, C, carries -0.31; number 30, C, carries -0.27; number 31, C, carries -0.67; number 32, C, carries -0.50; number 33, C, carries -0.69; number 34, C, carries -0.24; number 35, C, carries 0.01; number 36, C, carries -0.15; number 37, C, carries -0.62; number 38, C, carries -0.47; number 39, C, carries -0.65; number 40, C, carries -0.31; number 41, H, carries 0.68; number 42, H, carries 0.49; number 43, H, carries 0.39; number 44, H, carries 0.38; number 45, H, carries 0.36; number 46, H, carries 0.38; number 47, H, carries 0.63; number 48, H, carries 0.44; number 49, H, carries 0.37; number 50, H, carries 0.36; number 51, H, carries 0.46; number 52, H, carries -0.46; number 53, H, carries 0.35; number 54, H, carries 0.35; number 55, H, carries 0.33; number 56, H, carries 0.37; number 57, H, carries 0.38; number 58, H, carries 0.29; number 59, H, carries 0.38; number 60, H, carries 0.34; number 61, H, carries 0.37; number 62, H, carries 0.36; number 63, C, carries -1.44; number 64, C, carries 0.92; number 65, N, carries 0.28; number 66, C, carries 0.26; number 67, C, carries -0.69; number 68, N, carries -0.16; number 69, H, carries 0.49; number 70, H, carries 0.27; number 71, H, carries 0.24; number 72, H, carries 0.18; number 73, H, carries -0.30; number 74, H, carries 0.38; number 75, H, carries 0.30; number 76, H, carries 0.23


No. 4
Entry from the Open Molecules 2025 dataset: C23H9BrCl3MnN4O8 as an isolated structure at a distorted geometry (the ωB97M-V functional and the def2-TZVPD basis).

Cartesian coordinates (Å):
1 Mn -0.39 1.23 -0.11
2 O 4.24 2.99 4.74
3 C 4.60 2.70 3.57
4 O 5.72 2.65 3.09
5 C 3.47 2.42 2.52
6 C 3.72 1.51 1.43
7 C 2.66 1.26 0.61
8 N 1.43 1.69 0.81
9 C 1.17 2.52 1.85
10 C 2.22 2.92 2.73
11 C -0.28 2.99 2.00
12 O -0.69 3.50 2.98
13 O -1.02 2.67 0.99
14 H 4.74 1.17 1.23
15 H 2.83 0.56 -0.17
16 H 2.08 3.53 3.60
17 Cl -1.83 -0.54 -6.89
18 C -1.87 -0.01 -5.23
19 C -1.27 1.19 -4.84
20 C -1.30 1.55 -3.54
21 Cl -0.58 3.06 -3.05
22 C -1.93 0.81 -2.52
23 O -1.92 1.19 -1.30
24 C -2.43 -0.46 -2.91
25 Cl -3.23 -1.45 -1.73
26 C -2.45 -0.82 -4.28
27 H -0.75 1.79 -5.57
28 H -2.93 -1.71 -4.55
29 Br -2.90 -3.94 5.81
30 C -2.43 -3.57 4.04
31 C -2.79 -4.48 3.11
32 C -2.66 -4.22 1.75
33 C -2.05 -3.00 1.41
34 C -1.51 -2.19 2.33
35 C -1.71 -2.48 3.70
36 C -0.81 -0.90 1.99
37 O -0.25 -0.33 2.91
38 O -0.81 -0.58 0.76
39 H -3.27 -5.36 3.43
40 H -3.21 -4.86 1.10
41 H -2.10 -2.68 0.33
42 H -1.34 -1.81 4.46
43 O 0.70 0.20 -1.38
44 N 1.58 0.78 -2.09
45 C 2.08 0.08 -3.07
46 C 1.48 -1.17 -3.52
47 N 0.84 -1.94 -4.08
48 C 3.14 0.60 -3.87
49 N 3.99 0.91 -4.60

Computed properties:
DFT total energy: -6808.58764 a.u.
Spin multiplicity: 5
M: 710.55 Da
⟨S²⟩: 6.06
Total charge: -2
ΔE to the lowest compared entry with this formula, charge and spin: 36.9 kJ/mol

Charges in e, computed with Mulliken, in the same order as the atoms: number 1, Mn, carries 0.47; number 2, O, carries -0.73; number 3, C, carries 0.35; number 4, O, carries -0.70; number 5, C, carries 0.51; number 6, C, carries -0.94; number 7, C, carries 0.02; number 8, N, carries 0.01; number 9, C, carries 0.97; number 10, C, carries -0.83; number 11, C, carries 0.40; number 12, O, carries -0.64; number 13, O, carries -0.67; number 14, H, carries 0.46; number 15, H, carries 0.41; number 16, H, carries 0.57; number 17, Cl, carries -0.28; number 18, C, carries 0.53; number 19, C, carries -0.77; number 20, C, carries 0.74; number 21, Cl, carries -0.19; number 22, C, carries -0.20; number 23, O, carries -0.71; number 24, C, carries 0.53; number 25, Cl, carries -0.23; number 26, C, carries -0.84; number 27, H, carries 0.42; number 28, H, carries 0.48; number 29, Br, carries -0.23; number 30, C, carries -0.16; number 31, C, carries -0.15; number 32, C, carries -1.06; number 33, C, carries 0.45; number 34, C, carries -0.10; number 35, C, carries -0.25; number 36, C, carries 0.49; number 37, O, carries -0.65; number 38, O, carries -0.29; number 39, H, carries 0.41; number 40, H, carries 0.41; number 41, H, carries -0.02; number 42, H, carries 0.54; number 43, O, carries -0.07; number 44, N, carries -0.36; number 45, C, carries 0.76; number 46, C, carries 0.14; number 47, N, carries -0.55; number 48, C, carries 0.09; number 49, N, carries -0.53


No. 5
Entry from the Open Molecules 2025 dataset: C2H10N2O as an isolated structure at a distorted geometry (the ωB97M-V functional and the def2-TZVPD basis).

Cartesian coordinates (Å):
1 C -1.02 -1.02 1.79
2 O 0.01 -0.27 2.01
3 H 0.83 -0.03 0.56
4 H -0.87 -2.11 1.81
5 H -2.01 -0.71 2.15
6 H -1.32 -0.98 0.38
7 C 1.21 0.03 -1.63
8 N 0.40 0.29 -0.45
9 N 0.09 1.69 -0.28
10 H -0.59 -0.40 -0.33
11 H -0.69 1.90 -0.90
12 H -0.25 1.73 0.69
13 H 0.63 0.25 -2.53
14 H 1.48 -1.02 -1.65
15 H 2.10 0.65 -1.62

Computed properties:
DFT total energy: -266.79717 a.u.
M: 78.11 Da
Total charge: 0
ΔE to the lowest compared entry with this formula, charge and spin: 386.2 kJ/mol

Charges in e, computed with Mulliken, in the same order as the atoms: number 1, C, carries -0.35; number 2, O, carries -0.76; number 3, H, carries 0.47; number 4, H, carries 0.26; number 5, H, carries 0.25; number 6, H, carries 0.03; number 7, C, carries -0.84; number 8, N, carries -0.08; number 9, N, carries -0.67; number 10, H, carries 0.18; number 11, H, carries 0.24; number 12, H, carries 0.31; number 13, H, carries 0.30; number 14, H, carries 0.34; number 15, H, carries 0.32


No. 6
Entry from the Open Molecules 2025 dataset: C32H34AsAuN4OS as an isolated structure (the ωB97M-V functional and the def2-TZVPD basis).

Cartesian coordinates (Å):
1 Au 0.75 0.17 0.70
2 N 3.35 0.19 4.40
3 C 2.24 0.08 3.54
4 S 2.62 -0.62 1.99
5 N 1.12 0.50 4.02
6 N 0.03 0.25 3.21
7 C -1.04 0.84 3.58
8 C -2.35 0.71 2.94
9 C -3.42 1.26 3.65
10 C -4.73 1.20 3.22
11 C -4.98 0.57 1.99
12 C -3.96 0.03 1.26
13 C -2.58 0.05 1.68
14 O -1.69 -0.47 0.95
15 H 4.19 0.40 3.89
16 H 3.15 0.87 5.12
17 H -1.00 1.49 4.46
18 H -3.19 1.77 4.59
19 H -5.53 1.65 3.80
20 H -6.00 0.52 1.61
21 H -4.15 -0.45 0.30
22 C -0.70 5.83 5.37
23 C -0.76 5.16 4.02
24 C -1.96 4.96 3.37
25 C -2.02 4.30 2.14
26 C -3.37 4.08 1.52
27 C -0.84 3.84 1.53
28 As -1.19 2.66 -0.04
29 N 0.36 1.91 -0.62
30 C 1.33 2.43 -1.41
31 C 2.36 1.58 -1.88
32 C 3.37 2.02 -2.71
33 C 3.43 3.35 -3.13
34 C 2.44 4.22 -2.67
35 C 1.42 3.78 -1.84
36 C -1.75 3.92 -1.50
37 C -2.29 3.24 -2.60
38 C -2.23 1.74 -2.71
39 C -2.89 3.95 -3.64
40 C -2.97 5.33 -3.63
41 C -3.63 6.09 -4.76
42 C -2.40 6.00 -2.56
43 C -1.78 5.33 -1.51
44 C -1.14 6.18 -0.45
45 C 0.38 4.02 2.19
46 C 1.70 3.54 1.65
47 C 0.40 4.68 3.42
48 H -1.70 6.11 5.71
49 H -0.09 6.74 5.33
50 H -0.26 5.17 6.12
51 H -2.88 5.30 3.82
52 H -4.16 4.48 2.16
53 H -3.57 3.01 1.38
54 H -3.46 4.56 0.54
55 H 2.33 0.55 -1.54
56 H 4.13 1.32 -3.02
57 H 4.22 3.70 -3.78
58 H 2.46 5.26 -2.96
59 H 0.69 4.49 -1.49
60 H -2.68 1.26 -1.84
61 H -1.20 1.39 -2.75
62 H -2.76 1.40 -3.61
63 H -3.30 3.40 -4.48
64 H -4.01 5.40 -5.52
65 H -2.93 6.78 -5.24
66 H -4.47 6.69 -4.39
67 H -2.42 7.09 -2.54
68 H -0.83 7.14 -0.88
69 H -0.26 5.70 -0.01
70 H -1.82 6.39 0.38
71 H 1.69 2.47 1.43
72 H 2.49 3.72 2.38
73 H 1.96 4.05 0.72
74 H 1.35 4.80 3.93

Computed properties:
DFT total energy: -4303.74906 a.u.
M: 794.61 Da
Total charge: -2

Charges in e, computed with Mulliken, in the same order as the atoms: number 1, Au, carries 0.34; number 2, N, carries -0.58; number 3, C, carries 0.43; number 4, S, carries -0.60; number 5, N, carries -0.93; number 6, N, carries 0.17; number 7, C, carries -0.77; number 8, C, carries 1.22; number 9, C, carries -0.44; number 10, C, carries -0.68; number 11, C, carries -0.38; number 12, C, carries -0.40; number 13, C, carries 0.15; number 14, O, carries -0.82; number 15, H, carries 0.22; number 16, H, carries 0.27; number 17, H, carries 0.24; number 18, H, carries 0.27; number 19, H, carries 0.35; number 20, H, carries 0.30; number 21, H, carries 0.34; number 22, C, carries -1.71; number 23, C, carries 0.69; number 24, C, carries -0.83; number 25, C, carries 0.37; number 26, C, carries -2.22; number 27, C, carries 1.49; number 28, As, carries 2.51; number 29, N, carries -0.19; number 30, C, carries 0.23; number 31, C, carries -0.73; number 32, C, carries -0.47; number 33, C, carries -0.54; number 34, C, carries -0.92; number 35, C, carries 0.12; number 36, C, carries 0.42; number 37, C, carries -0.46; number 38, C, carries -1.67; number 39, C, carries -0.97; number 40, C, carries 0.73; number 41, C, carries -1.54; number 42, C, carries -0.86; number 43, C, carries 1.37; number 44, C, carries -1.95; number 45, C, carries 0.43; number 46, C, carries -0.96; number 47, C, carries -1.24; number 48, H, carries 0.36; number 49, H, carries 0.33; number 50, H, carries 0.33; number 51, H, carries 0.17; number 52, H, carries 0.47; number 53, H, carries 0.24; number 54, H, carries 0.20; number 55, H, carries 0.30; number 56, H, carries 0.35; number 57, H, carries 0.35; number 58, H, carries 0.37; number 59, H, carries 0.55; number 60, H, carries 0.26; number 61, H, carries 0.20; number 62, H, carries 0.42; number 63, H, carries 0.23; number 64, H, carries 0.35; number 65, H, carries 0.31; number 66, H, carries 0.30; number 67, H, carries 0.38; number 68, H, carries 0.49; number 69, H, carries 0.21; number 70, H, carries 0.38; number 71, H, carries -0.18; number 72, H, carries 0.44; number 73, H, carries 0.15; number 74, H, carries 0.27


Q: The lowest M belongs to which entry?
A: C2H7NO


Q: Which value of DFT total energy does entry 6 give?
A: -4303.74906 a.u.


Q: Which value of M does entry 5 give?
A: 78.11 Da